C14H24NO2PV as an isolated structure, computed with wB97M-V/def2-TZVPD.

The geometry in XYZ format:
```
43
C14H24NO2PV | the Open Molecules 2025 dataset | wB97M-V/def2-TZVPD
C 0.460 3.322 -2.046
C -0.813 2.894 -1.707
C -0.955 1.908 -0.731
C 0.155 1.546 0.027
C 1.421 1.780 -0.450
C 1.581 2.744 -1.460
C -2.258 1.172 -0.540
C -1.906 -0.245 0.063
N -1.876 -1.512 -0.651
V -0.445 -0.107 1.494
C 2.526 0.896 0.031
P 1.760 -0.691 0.670
H -1.698 3.268 -2.207
H 2.576 2.964 -1.781
H 0.586 4.079 -2.801
H 3.069 1.341 0.883
H 3.250 0.650 -0.763
H -2.856 1.659 0.243
H -2.873 1.087 -1.446
H -0.687 -0.300 -0.003
C 3.002 -1.328 1.817
C 1.882 -1.769 -0.788
H -2.442 -0.369 1.045
C -1.500 -1.386 -2.012
C -2.827 -2.535 -0.352
H 0.066 -1.490 2.162
H -2.169 -1.967 -2.647
H -1.495 -0.329 -2.358
H -0.477 -1.776 -2.204
H -3.229 -2.919 -1.285
H -2.383 -3.402 0.168
H -3.634 -2.150 0.293
H 2.948 -2.007 -0.928
H 1.312 -2.687 -0.583
H 1.483 -1.272 -1.683
H 3.977 -1.339 1.309
H 3.000 -0.678 2.704
H 2.685 -2.345 2.091
H -1.211 -1.445 1.880
O -1.176 0.952 3.211
C 0.009 1.184 3.645
O 1.105 0.721 3.204
H 0.054 1.879 4.486
```

2S+1   2
⟨S²⟩   0.921
Frontier orbital gap (spin up / spin down)   6.81 / 5.34 eV
Net charge   +2
HOMO energy (spin up / spin down)   -15.92 / -15.89 eV